Entry 1:
C10H20I2InO3 | ωB97M-V/def2-TZVPD

Geometry as ORCA input:
```
! wB97M-V def2-TZVPD RIJCOSX def2/J DEFGRID3
* xyz -1 1
I 3.226 -1.473 0.127
C 2.946 -0.483 -1.755
C 3.743 0.805 -1.894
C 2.997 1.740 -2.870
In 1.271 2.716 -1.828
C -0.647 2.114 -2.832
C -1.654 1.543 -1.823
C -2.138 0.193 -2.293
I -3.444 -0.735 -0.841
H 1.881 -0.287 -1.831
H 3.226 -1.202 -2.517
H 4.738 0.566 -2.278
H 3.840 1.267 -0.914
H 3.698 2.448 -3.309
H 2.607 1.116 -3.681
H 1.507 4.475 -1.713
H 1.203 2.020 -0.181
H -1.065 2.974 -3.354
H -0.392 1.370 -3.590
H -1.190 1.400 -0.845
H -2.499 2.213 -1.663
H -2.670 0.213 -3.238
H -1.307 -0.502 -2.365
C -0.808 -1.702 2.129
C -1.020 -1.753 3.626
C -1.870 -2.910 4.111
O -2.476 -2.383 5.297
C -2.519 -1.031 5.174
O -3.119 -0.314 5.906
O -1.793 -0.632 4.112
H 0.146 -1.243 1.873
H -0.814 -2.710 1.711
H -1.586 -1.121 1.637
H -0.066 -1.732 4.160
H -1.295 -3.799 4.356
H -2.656 -3.163 3.395
*
```

* lowest unoccupied orbital energy: 2.23 eV
* DFT total energy: -1404.253639 a.u.
* frontier orbital gap: 7.02 eV

Results of the Löwdin charge analysis, in e, for atoms 1 through 4: 0.67 -0.69 -0.46 -0.34

Entry 2:
H10O5 | ωB97M-V/def2-TZVPD

Geometry as ORCA input:
```
! wB97M-V def2-TZVPD RIJCOSX def2/J DEFGRID3
* xyz 0 1
O -2.125 -1.620 -2.621
H -2.582 -1.335 -1.858
H -2.135 -0.881 -3.249
O -3.664 -0.434 -0.687
H -3.476 0.238 -0.050
H -4.207 -1.072 -0.282
O -1.396 -1.497 1.541
H -1.401 -1.722 0.652
H -0.480 -1.651 1.893
O 2.271 -1.169 3.703
H 2.319 -0.962 4.740
H 3.060 -1.613 3.636
O 4.323 4.289 -2.344
H 4.969 4.317 -3.191
H 4.525 5.112 -1.883
*
```

* lowest unoccupied orbital energy: 0.74 eV
* DFT total energy: -382.155323 a.u.
* structure (SMILES): O.O.O.O.O
* ΔE to the lowest compared entry with this formula, charge and spin: 43.2 kcal per mole
* frontier orbital gap: 11.52 eV

Results of the natural (NBO) charge analysis, in e, for atoms 1 through 4: -0.96 0.48 0.47 -0.95

Entry 3:
CH6BN | ωB97M-V/def2-TZVPD

Geometry as ORCA input:
```
! wB97M-V def2-TZVPD RIJCOSX def2/J DEFGRID3
* xyz 0 1
B 0.946 0.313 1.085
N 0.309 -0.511 0.192
C -0.792 -0.012 -0.648
H 1.913 0.140 1.825
H 0.404 1.438 1.208
H 0.540 -1.568 0.132
H -1.057 1.004 -0.543
H -0.496 -0.114 -1.926
H -1.725 -0.690 -0.671
*
```

* lowest unoccupied orbital energy: 0.84 eV
* DFT total energy: -121.277473 a.u.
* structure (SMILES): BNC
* ΔE to the lowest compared entry with this formula, charge and spin: 42.0 kcal per mole
* frontier orbital gap: 10.91 eV

Results of the natural (NBO) charge analysis, in e, for atoms 1 through 4: 0.41 -0.85 -0.38 -0.07

Entry 4:
C44H35AlN2O7P2 | ωB97M-V/def2-TZVPD

Geometry as ORCA input:
```
! wB97M-V def2-TZVPD RIJCOSX def2/J DEFGRID3
* xyz 2 1
Al 0.000 0.000 0.000
P -0.168 -2.312 -0.220
C -0.158 0.020 1.918
O -0.145 0.037 3.072
P 0.192 2.309 -0.240
C -0.082 -3.218 1.364
C 1.135 -3.113 -1.215
C -1.733 -2.883 -0.969
C -1.389 3.192 -0.483
C 0.941 3.141 1.203
C 1.238 2.867 -1.628
C -1.133 -4.004 1.850
C -1.000 -4.672 3.069
C 0.182 -4.563 3.801
C 1.234 -3.782 3.315
C 1.105 -3.107 2.104
H -2.054 -4.092 1.282
H -1.821 -5.276 3.444
H 0.283 -5.082 4.750
H 2.155 -3.693 3.884
H 1.918 -2.492 1.721
C -2.939 -2.384 -0.455
C -4.156 -2.808 -0.980
C -4.183 -3.721 -2.037
C -2.988 -4.211 -2.560
C -1.766 -3.799 -2.026
H -2.916 -1.658 0.353
H -5.084 -2.418 -0.572
H -5.134 -4.044 -2.453
H -3.002 -4.916 -3.386
H -0.838 -4.186 -2.435
C 1.556 -4.414 -0.905
C 2.521 -5.044 -1.689
C 3.075 -4.379 -2.784
C 2.665 -3.081 -3.089
C 1.703 -2.446 -2.306
H 1.135 -4.928 -0.046
H 2.844 -6.050 -1.439
H 3.832 -4.868 -3.390
H 3.107 -2.553 -3.929
H 1.401 -1.426 -2.516
C 2.319 3.404 1.152
C 2.944 4.038 2.222
C 2.208 4.405 3.351
C 0.840 4.140 3.406
C 0.204 3.513 2.333
H 2.887 3.108 0.271
H 4.011 4.240 2.177
H 2.701 4.892 4.188
H 0.264 4.421 4.283
H -0.862 3.311 2.377
C -2.576 2.572 -0.067
C -3.796 3.228 -0.199
C -3.847 4.505 -0.763
C -2.672 5.124 -1.187
C -1.445 4.474 -1.043
H -2.536 1.570 0.351
H -4.710 2.740 0.128
H -4.801 5.013 -0.875
H -2.706 6.114 -1.632
H -0.532 4.960 -1.372
C 1.612 4.212 -1.740
C 2.372 4.640 -2.828
C 2.765 3.729 -3.808
C 2.399 2.387 -3.697
C 1.644 1.955 -2.609
H 1.315 4.922 -0.974
H 2.662 5.684 -2.904
H 3.364 4.062 -4.652
H 2.716 1.671 -4.449
H 1.378 0.909 -2.500
H -1.581 0.114 -0.160
H -0.075 -0.005 -1.647
O 4.130 -0.548 0.543
C 2.981 -0.225 1.092
O 1.937 -0.141 0.228
C 2.971 -0.237 2.621
C 3.721 -1.234 3.291
C 3.716 -1.358 4.701
C 2.966 -0.454 5.458
C 2.238 0.566 4.847
C 2.278 0.681 3.433
N 1.430 1.428 5.659
O 1.465 1.350 6.850
O 0.591 2.107 5.158
N 4.425 -2.413 5.357
O 5.039 -3.216 4.722
O 4.375 -2.529 6.546
H 4.278 -1.954 2.708
H 2.930 -0.558 6.537
H 1.736 1.472 2.969
*
```

* lowest unoccupied orbital energy (spin up / spin down): -10.60 / -9.90 eV
* DFT total energy: -3258.130107 a.u.
* ΔE to the lowest compared entry with this formula, charge and spin: 100.8 kcal per mole
* frontier orbital gap (spin up / spin down): 3.77 / 4.59 eV

Results of the Löwdin charge analysis, in e, for atoms 1 through 4: -0.16 1.13 0.04 0.25

Entry 5:
C3H7N2O2 | ωB97M-V/def2-TZVPD

Geometry as ORCA input:
```
! wB97M-V def2-TZVPD RIJCOSX def2/J DEFGRID3
* xyz -1 1
C 2.067 -0.198 0.006
C -1.516 -1.222 -0.955
C 0.201 1.534 0.670
N -0.827 -0.426 0.138
N 0.031 0.640 -0.337
O 1.898 -0.669 1.097
O 2.835 -0.116 -0.910
H -2.571 -1.171 -0.655
H -1.337 -0.626 -1.812
H -1.208 -2.220 -1.040
H 0.044 1.129 1.600
H 1.229 2.014 0.793
H -0.441 2.412 0.561
H -0.406 -1.081 0.843
*
```

* lowest unoccupied orbital energy: 4.24 eV
* DFT total energy: -378.446155 a.u.
* ΔE to the lowest compared entry with this formula, charge and spin: 82.8 kcal per mole
* frontier orbital gap: 6.24 eV

Results of the natural (NBO) charge analysis, in e, for atoms 1 through 4: 0.96 -0.43 -0.41 -0.54

Entry 6:
C21H27NO5S | ωB97M-V/def2-TZVPD

Geometry as ORCA input:
```
! wB97M-V def2-TZVPD RIJCOSX def2/J DEFGRID3
* xyz 0 1
C -0.981 -8.226 -0.759
C -0.837 -7.009 0.148
C -1.808 -5.896 -0.239
C -1.666 -4.678 0.670
C -2.649 -3.571 0.285
O -2.559 -2.446 1.136
C -1.522 -1.581 1.010
C -0.561 -1.601 0.003
C 0.438 -0.644 -0.020
C 0.491 0.360 0.934
C 1.620 1.334 0.939
O 2.770 0.972 1.113
N 1.295 2.653 0.780
C -0.012 3.070 0.319
C -0.163 2.900 -1.164
C 0.553 2.187 -2.081
C -0.084 2.397 -3.331
C -1.138 3.216 -3.078
O -1.192 3.527 -1.771
C 2.374 3.619 0.907
C 2.806 4.284 -0.418
C 1.901 5.449 -0.757
S 1.421 6.113 0.876
O -0.014 6.196 0.977
O 2.166 7.304 1.171
C 2.044 4.725 1.894
C -0.459 0.368 1.954
C -1.450 -0.587 1.990
H -0.782 -7.956 -1.794
H -1.989 -8.629 -0.698
H -0.281 -9.005 -0.467
H 0.186 -6.632 0.090
H -1.023 -7.304 1.183
H -1.623 -5.601 -1.275
H -2.832 -6.273 -0.182
H -0.645 -4.295 0.617
H -1.856 -4.964 1.706
H -3.676 -3.927 0.412
H -2.517 -3.280 -0.765
H -0.571 -2.356 -0.766
H 1.189 -0.682 -0.794
H -0.783 2.472 0.816
H -0.192 4.115 0.587
H 1.420 1.587 -1.898
H 0.208 1.990 -4.277
H -1.892 3.635 -3.713
H 3.216 3.017 1.272
H 2.816 3.540 -1.214
H 3.825 4.650 -0.282
H 0.994 5.159 -1.276
H 2.407 6.240 -1.298
H 2.928 5.095 2.402
H 1.281 4.448 2.614
H -0.406 1.113 2.735
H -2.189 -0.592 2.775
*
```

* lowest unoccupied orbital energy: 0.65 eV
* DFT total energy: -1645.533747 a.u.
* structure (SMILES): CCCCCOc1ccc(C(=O)N(Cc2ccco2)[C@H]2CCS(=O)(=O)C2)cc1
* ΔE to the lowest compared entry with this formula, charge and spin: 27.2 kcal per mole
* frontier orbital gap: 9.33 eV

Results of the natural (NBO) charge analysis, in e, for atoms 1 through 4: -0.60 -0.39 -0.39 -0.42

Entry 7:
C12H21Cl2LaNdO3P | ωB97M-V/def2-TZVPD

Geometry as ORCA input:
```
! wB97M-V def2-TZVPD RIJCOSX def2/J DEFGRID3
* xyz 4 4
La 1.745 3.326 1.041
Nd -0.793 0.141 -0.308
Cl -0.767 2.267 1.576
Cl 1.864 0.809 -0.366
C 0.152 -1.807 -1.372
C 0.170 4.733 0.034
C 2.233 3.905 -1.171
O 0.670 -2.694 -1.914
O -0.629 5.094 -0.736
O 2.111 4.190 -2.290
C 1.069 -3.397 1.829
C -0.457 -3.405 1.656
C -1.085 -4.415 2.618
P -1.091 -1.666 1.749
C -2.630 -1.673 0.662
C -3.527 -2.891 0.924
C -3.457 -0.368 0.730
C -1.585 -1.320 3.512
C -2.783 -2.084 4.084
C -0.364 -1.440 4.437
H 1.358 -3.098 2.848
H 1.567 -2.732 1.111
H 1.451 -4.414 1.658
H -0.685 -3.724 0.624
H -0.798 -4.223 3.660
H -2.174 -4.475 2.545
H -0.695 -5.412 2.365
H -2.236 -1.812 -0.376
H -3.944 -2.874 1.938
H -4.362 -2.861 0.210
H -3.001 -3.837 0.765
H -2.936 0.623 0.668
H -4.199 -0.406 -0.084
H -4.007 -0.336 1.682
H -1.882 -0.257 3.477
H -2.610 -3.165 4.135
H -2.943 -1.750 5.121
H -3.719 -1.897 3.545
H 0.482 -0.845 4.073
H -0.635 -1.059 5.431
H -0.035 -2.479 4.565
*
```

* lowest unoccupied orbital energy (spin up / spin down): -16.13 / -16.13 eV
* DFT total energy: -2548.737214 a.u.
* ΔE to the lowest compared entry with this formula, charge and spin: 0.0 kcal per mole
* frontier orbital gap (spin up / spin down): 5.31 / 5.30 eV

Results of the natural (NBO) charge analysis, in e, for atoms 1 through 4: 2.18 1.65 -0.53 -0.51